C4H4O2 as an isolated structure at a distorted geometry, computed with ωB97M-V/def2-TZVPD.

Last column: Löwdin charge in e.
Atoms and positions in Å:
O  2.20  -0.51  0.50  0.078
C  1.05  -0.22  0.29  -0.452
C  0.38  0.90  -0.38  0.039
C  -0.94  0.19  -0.41  -0.206
O  -0.78  -1.18  -0.87  0.013
C  -0.43  -0.87  0.45  -0.161
H  0.76  1.58  -1.17  0.139
H  0.54  0.90  1.00  0.257
H  -1.93  0.61  -0.56  0.147
H  -0.90  -1.39  1.28  0.147

***

One molecule with the formula C5H10O at a distorted geometry, computed with ωB97M-V/def2-TZVPD.

Last column: Löwdin charge in e.
Atoms and positions in Å:
C  1.92  -0.12  -0.41  -0.105
C  0.85  0.17  0.65  -0.211
C  -0.54  0.14  0.05  -0.489
C  -1.08  -1.21  -0.33  -0.017
C  -1.44  1.26  0.37  -0.126
O  -0.79  1.25  -0.88  -0.032
H  1.59  -1.10  -1.03  0.106
H  2.95  -0.27  0.09  0.090
H  1.96  0.73  -1.14  0.080
H  0.88  -0.61  1.42  0.113
H  1.00  1.15  1.15  0.115
H  -0.55  -1.64  -1.17  0.068
H  -2.10  -1.09  -0.68  0.078
H  -1.03  -1.93  0.52  0.103
H  -2.56  1.23  0.37  0.127
H  -1.05  2.02  1.03  0.100

***

The calculation returns the following HOMO-LUMO gap values, one per record and in order: 9.8; 11.1 eV.
The calculation returns the following relative energy (zero: lowest compared OMol25 entry of this formula, charge and spin) values, one per record and in order: 4.362; 1.476 eV.
The calculation returns the following E_HOMO values, one per record and in order: -0.3459; -0.3712 Ha.